Formula: C31H67BN4O7P
Source: the OMol25 dataset
Level of theory: ωB97M-V with the def2-TZVPD basis set

- Strongest force on any atom: 0.767 eV/Å
- Kohn-Sham gap: 7.189 eV
- E_tot: -63489.5353 eV

ORCA input file:
```
! wB97M-V def2-TZVPD RIJCOSX def2/J DEFGRID3
* xyz 1 1
P -5.79 -2.69 0.95
O 1.32 -3.92 1.80
O -2.74 -0.02 4.70
O -3.88 2.82 4.16
O -6.01 -4.10 1.65
O -6.54 -1.59 1.56
O -5.99 -2.99 -0.59
O -2.92 -0.40 -1.67
N -0.75 -2.64 4.13
N -3.35 -1.14 2.85
N -5.31 -0.15 -1.21
N -3.63 -1.12 1.55
C -3.83 4.27 -1.98
C -3.29 2.41 0.46
C -3.61 -0.06 0.77
C -3.68 3.37 5.46
C -3.01 1.23 2.69
C -4.76 3.14 -1.49
C -1.35 -0.33 4.98
C 4.27 0.89 -3.91
C 4.15 -1.56 0.89
C -2.04 4.90 -3.68
C 3.44 1.54 -6.84
C -3.03 0.01 3.39
C 1.15 -4.74 4.04
C 6.80 -3.82 -0.49
C -4.68 2.89 0.02
C -2.70 2.47 3.48
C 5.07 -2.16 -1.41
C 7.94 -3.38 -1.40
C 4.61 0.98 -7.64
C 5.14 -1.21 -0.22
C 1.41 -3.53 3.17
C -3.80 2.35 6.57
C 4.79 2.08 -4.71
C 3.85 2.58 -5.80
C -3.98 -2.44 1.04
C -2.60 3.81 -2.75
C -1.14 -1.81 5.26
C 5.42 -3.61 -1.10
C 2.99 1.19 -3.13
C -3.30 1.19 1.34
C 0.51 -2.32 3.47
B -3.94 -0.19 -0.81
H 5.75 1.80 -5.16
H -2.63 2.23 -0.39
H 2.90 0.72 -6.35
H -2.85 1.88 6.82
H 8.91 -3.58 -0.94
H -1.50 -2.73 3.48
H 4.26 0.27 -8.38
H 4.10 0.03 -4.57
H -2.82 3.21 1.02
H 2.44 -3.21 3.36
H 3.13 -1.56 0.50
H 1.07 -1.57 4.04
H -6.80 -3.49 -0.76
H 0.31 -1.87 2.50
H -2.64 5.80 -3.65
H 2.95 3.00 -5.34
H -3.65 -3.18 1.77
H -5.79 3.35 -1.77
H 4.36 -2.55 1.32
H -0.71 0.03 4.18
H 5.05 0.58 -3.20
H -5.44 2.16 0.31
H -4.45 4.13 5.59
H -5.66 0.77 -1.43
H -4.41 4.89 -2.66
H 2.17 1.45 -3.80
H -3.54 4.93 -1.16
H -5.49 -0.75 -2.01
H 6.92 -4.88 -0.26
H 5.14 1.78 -8.16
H -6.68 -4.03 2.34
H 7.91 -3.92 -2.35
H 7.90 -2.31 -1.61
H 6.88 -3.30 0.47
H 4.20 -0.84 1.71
H 1.69 -5.58 3.61
H -1.10 0.25 5.87
H -1.90 2.25 4.18
H -1.03 5.17 -3.40
H -2.82 2.91 -3.32
H 4.06 -2.12 -1.83
H -2.37 3.28 2.85
H -1.81 3.54 -2.05
H 2.72 2.00 -7.53
H -2.04 -0.19 -1.35
H 5.01 2.90 -4.03
H -4.92 3.83 0.51
H -3.46 -2.67 0.12
H 5.73 -1.78 -2.19
H 5.35 -4.19 -2.02
H -4.50 1.57 6.28
H 0.09 -4.98 4.09
H -2.05 -2.21 5.68
H 2.68 0.32 -2.55
H -4.47 2.23 -2.02
H 1.55 -4.57 5.03
H 3.15 2.02 -2.44
H 4.33 3.42 -6.31
H -1.98 4.55 -4.71
H 1.76 -3.25 1.28
H -4.19 2.82 7.47
H 6.15 -1.18 0.19
H 4.92 -0.19 -0.57
H 4.67 -4.04 -0.43
H -0.36 -1.90 6.02
H -2.73 3.90 5.51
H 5.32 0.46 -7.00
*
```

Results of the Mulliken charge analysis, in e, for atoms 1 through 99: atom 1 (P): 0.865, atom 2 (O): -0.635, atom 3 (O): -0.229, atom 4 (O): -0.360, atom 5 (O): -0.472, atom 6 (O): -0.593, atom 7 (O): -0.448, atom 8 (O): -0.653, atom 9 (N): -0.109, atom 10 (N): -1.222, atom 11 (N): -0.442, atom 12 (N): 1.295, atom 13 (C): -1.070, atom 14 (C): -0.550, atom 15 (C): -0.172, atom 16 (C): -0.394, atom 17 (C): 0.666, atom 18 (C): -0.335, atom 19 (C): -0.313, atom 20 (C): 0.106, atom 21 (C): -1.099, atom 22 (C): -1.307, atom 23 (C): -0.331, atom 24 (C): 0.078, atom 25 (C): -1.552, atom 26 (C): -0.406, atom 27 (C): -1.268, atom 28 (C): -1.042, atom 29 (C): -0.412, atom 30 (C): -1.202, atom 31 (C): -1.212, atom 32 (C): -0.482, atom 33 (C): 0.478, atom 34 (C): -0.916, atom 35 (C): -0.916, atom 36 (C): -0.736, atom 37 (C): -1.031, atom 38 (C): 0.014, atom 39 (C): -1.222, atom 40 (C): -0.857, atom 41 (C): -1.253, atom 42 (C): 0.338, atom 43 (C): -0.467, atom 44 (B): 0.709, atom 45 (H): 0.338, atom 46 (H): 0.098, atom 47 (H): 0.230, atom 48 (H): 0.145, atom 49 (H): 0.384, atom 50 (H): 0.138, atom 51 (H): 0.378, atom 52 (H): 0.289, atom 53 (H): 0.488, atom 54 (H): 0.148, atom 55 (H): 0.214, atom 56 (H): 0.520, atom 57 (H): 0.334, atom 58 (H): 0.139, atom 59 (H): 0.376, atom 60 (H): 0.269, atom 61 (H): 0.504, atom 62 (H): 0.429, atom 63 (H): 0.298, atom 64 (H): 0.456, atom 65 (H): 0.065, atom 66 (H): 0.717, atom 67 (H): 0.397, atom 68 (H): 0.234, atom 69 (H): 0.484, atom 70 (H): 0.401, atom 71 (H): 0.280, atom 72 (H): 0.211, atom 73 (H): 0.393, atom 74 (H): 0.302, atom 75 (H): 0.373, atom 76 (H): 0.299, atom 77 (H): 0.277, atom 78 (H): 0.220, atom 79 (H): 0.425, atom 80 (H): 0.446, atom 81 (H): 0.357, atom 82 (H): 0.430, atom 83 (H): 0.328, atom 84 (H): 0.245, atom 85 (H): 0.310, atom 86 (H): 0.415, atom 87 (H): 0.124, atom 88 (H): 0.378, atom 89 (H): 0.329, atom 90 (H): 0.408, atom 91 (H): 0.485, atom 92 (H): 0.535, atom 93 (H): 0.298, atom 94 (H): 0.431, atom 95 (H): 0.215, atom 96 (H): 0.325, atom 97 (H): 0.425, atom 98 (H): 0.277, atom 99 (H): 0.071


Formula: C6H9NOS2
Source: the OMol25 dataset
Level of theory: ωB97M-V with the def2-TZVPD basis set

- Strongest force on any atom: 4.979 eV/Å
- ΔE to the lowest compared entry with this formula, charge and spin: 344.0 kJ/mol
- Kohn-Sham gap: 9.232 eV
- E_tot: -31571.7221 eV

ORCA input file:
```
! wB97M-V def2-TZVPD RIJCOSX def2/J DEFGRID3
* xyz 0 1
S 1.24 0.15 2.92
S -0.44 -2.03 -0.22
O 0.94 -1.38 -0.34
N 0.98 1.70 0.68
C 1.02 1.09 1.65
C -1.12 0.43 -1.08
C 1.15 2.13 -0.78
C 0.41 0.95 -1.65
C -1.49 -0.67 -0.44
C -0.60 -2.45 1.51
H 2.35 2.11 -0.96
H -0.31 -1.56 2.09
H -2.44 -0.60 0.04
H 0.11 1.56 -2.67
H 1.10 0.06 -2.07
H -1.62 -2.42 1.76
H 0.70 3.15 -0.94
H -0.13 -3.50 1.67
H -1.83 1.28 -1.17
*
```

For reference, the Mulliken charges in units of e are: atom 1 (S): -0.447, atom 2 (S): 0.384, atom 3 (O): -0.584, atom 4 (N): -0.124, atom 5 (C): 0.350, atom 6 (C): -0.320, atom 7 (C): -0.311, atom 8 (C): -0.568, atom 9 (C): -0.254, atom 10 (C): -0.547, atom 11 (H): 0.271, atom 12 (H): -0.060, atom 13 (H): 0.377, atom 14 (H): 0.302, atom 15 (H): 0.320, atom 16 (H): 0.392, atom 17 (H): 0.281, atom 18 (H): 0.262, atom 19 (H): 0.275